Entry 1:
Formula: C25H46F6N3O12S2
Source: the Open Molecules 2025 dataset
Level of theory: ωB97M-V/def2-TZVPD

Computed properties:
Kohn-Sham gap in eV: 3.771
Largest force on an atom in eV/Å: 9.6
E_HOMO in eV: -10.61
Total charge: +1
Energy in eV: -93656.51235

Each line ends with the Mulliken charge.
Element x y z (Å)
C -4.726 0.583 3.931  -0.4239
O -5.432 -0.528 3.228  -0.3947
C -4.341 -1.226 2.474  -0.3914
C -4.347 -0.885 0.869  -0.1012
C -3.640 -2.147 0.101  -0.8108
C -2.222 -1.811 -0.646  -0.3475
C -1.320 -0.637 0.055  0.0993
C 0.180 -0.455 -0.581  1.3278
S 0.743 -1.701 -1.916  1.4361
O 0.904 -3.150 -1.342  -0.5821
O -0.221 -1.690 -3.166  -0.4580
F 2.307 -1.282 -2.572  -0.3151
C 0.469 0.976 -1.397  -0.8515
S -0.733 1.578 -2.753  1.0203
O -0.136 1.411 -4.191  -0.5184
O -2.068 0.742 -2.766  -0.5161
C -1.299 3.372 -2.418  0.5485
F -1.194 3.713 -0.969  -0.2094
F -0.522 4.331 -3.260  -0.2194
C -2.892 3.610 -2.822  0.5265
F -3.833 3.114 -1.755  -0.1835
F -3.101 5.101 -2.860  -0.2213
F -3.239 3.120 -4.183  -0.1683
N 1.610 1.710 -1.055  0.3487
C 2.116 3.025 -1.605  -0.6546
C 2.590 2.829 -3.195  0.5855
O 3.225 1.715 -3.630  -0.4388
O 2.307 3.869 -4.240  -0.4554
C 2.350 1.013 0.090  -0.4686
C 3.988 0.973 0.081  -0.3447
C 4.651 -0.327 -0.665  0.0582
O 5.567 -0.147 -1.623  -0.4732
C 1.487 -0.342 0.423  -0.4413
C 1.310 -0.701 2.019  -0.8162
O 0.956 0.443 2.874  -0.3666
O 0.012 1.177 2.358  -0.0750
H -5.516 1.100 4.646  0.2790
H -4.368 1.314 3.058  0.1855
H -3.846 0.217 4.611  0.1919
H -3.283 -1.075 2.949  0.1597
H -4.616 -2.385 2.564  0.2288
H -3.935 0.172 0.583  0.0437
H -5.493 -0.887 0.536  0.3270
H -4.396 -2.491 -0.756  0.3415
H -3.537 -3.104 0.808  0.3744
H -1.571 -2.810 -0.587  0.2346
H -2.451 -1.650 -1.784  0.1788
H -1.357 -0.812 1.211  -0.1498
H -1.890 0.393 -0.141  0.0904
H 1.300 3.891 -1.516  0.2800
H 3.067 3.439 -1.041  0.5131
H 1.861 3.370 -5.007  0.4128
H 2.141 1.785 0.976  0.4096
H 4.346 0.965 1.219  0.4261
H 4.500 1.931 -0.391  0.3099
H 4.387 -1.452 -0.370  0.2645
H 2.129 -1.278 0.052  0.3165
H 2.383 -1.073 2.388  0.3646
H 0.594 -1.642 2.187  0.3349
H -0.811 1.183 2.935  0.2114
C -1.352 3.278 8.584  -1.4119
C -1.107 1.964 7.844  0.2766
C -0.462 2.149 6.451  -0.6865
O -1.362 2.611 5.441  -0.2124
C -1.598 4.011 5.464  -0.8287
N -2.374 1.223 7.757  -0.6993
H -2.225 3.817 8.211  0.2829
H -1.530 3.085 9.648  0.3575
H -0.483 3.939 8.508  0.3427
H -0.408 1.377 8.453  0.4419
H -0.116 1.165 6.108  0.2605
H 0.427 2.788 6.500  0.4504
H -0.711 4.576 5.763  0.3534
H -2.438 4.236 6.124  0.2501
H -1.883 4.320 4.454  0.2560
H -2.186 0.302 7.359  0.2800
H -2.947 1.682 7.043  0.3023
C 2.594 -4.294 -7.540  -1.5152
C 2.769 -3.461 -6.272  0.3553
C 3.900 -3.971 -5.348  -0.6027
O 3.565 -5.141 -4.597  -0.3645
C 3.678 -6.355 -5.325  -0.6911
N 1.482 -3.396 -5.562  -0.6300
H 2.070 -5.236 -7.359  0.2817
H 2.001 -3.740 -8.277  0.3831
H 3.562 -4.522 -7.997  0.3560
H 3.038 -2.446 -6.588  0.3993
H 4.101 -3.191 -4.602  0.2485
H 4.835 -4.119 -5.900  0.4468
H 4.504 -6.333 -6.041  0.3131
H 2.736 -6.575 -5.829  0.2496
H 3.862 -7.160 -4.608  0.2470
H 1.576 -2.753 -4.775  0.1208
H 1.335 -4.305 -5.115  0.3543

Entry 2:
Formula: C25H46P2Pm
Source: the Open Molecules 2025 dataset
Level of theory: ωB97M-V/def2-TZVPD

Computed properties:
<S²>: 6.0084
Kohn-Sham gap (alpha / beta) in eV: 6.925 / 7.138
Largest force on an atom in eV/Å: 3.2
Spin multiplicity: 5
E_HOMO (alpha / beta) in eV: -10.26 / -10.33
Total charge: +1
Relative energy (zero: lowest compared OMol25 entry of this formula, charge and spin) in kJ/mol: 0.0
Energy in eV: -61795.51028

Each line ends with the Mulliken charge.
Element x y z (Å)
Pm -0.914 -0.621 1.288  0.9571
C -1.050 2.016 1.667  0.4804
C -1.706 1.798 0.422  0.6600
C -3.080 1.016 2.114  0.4860
C -1.910 1.559 2.713  0.1098
C -2.954 1.155 0.704  0.3260
C 0.292 2.606 1.901  -1.3199
H 0.730 2.990 0.972  0.2516
H 0.986 1.859 2.338  0.1442
H 0.233 3.444 2.619  0.5035
C -1.667 1.749 4.168  -1.2872
H -1.159 2.709 4.345  0.3326
H -1.025 0.953 4.574  0.0859
H -2.608 1.750 4.736  0.4371
C -4.302 0.532 2.838  -1.5023
H -4.198 0.697 3.914  0.3763
H -4.461 -0.544 2.683  0.1836
H -5.217 1.044 2.501  0.3512
C -4.006 0.862 -0.316  -1.3457
H -4.927 0.484 0.150  0.4106
H -3.669 0.116 -1.052  0.1331
H -4.256 1.776 -0.873  0.3638
C -1.260 2.272 -0.915  -1.2075
H -2.089 2.772 -1.444  0.5268
H -0.904 1.447 -1.552  0.0328
H -0.441 2.998 -0.815  0.3708
C 3.759 2.524 -0.404  -0.6045
C 3.426 3.649 -1.041  -0.4829
C 2.732 3.669 -2.374  -0.4297
C 3.251 2.671 -3.451  -1.0583
C 2.318 1.544 -3.745  -0.8794
C 1.641 0.880 -2.794  0.0217
C 1.960 0.964 -1.321  3.3237
C 3.445 1.151 -0.958  -0.7624
H 2.797 4.671 -2.800  0.5024
H 4.250 2.295 -3.196  0.4094
H 1.650 3.484 -2.218  0.0270
H 4.077 0.913 -1.826  0.5497
H 4.328 2.527 0.534  0.4054
H 3.724 4.631 -0.647  0.4400
H 3.710 0.400 -0.196  0.4224
H 1.391 1.799 -0.896  -0.5170
H 0.746 0.289 -3.063  0.3167
H 1.625 0.045 -0.810  -2.6060
H 3.376 3.218 -4.397  0.4349
H 2.196 1.274 -4.793  0.4381
P 1.058 -2.347 -0.306  1.1756
P -1.902 -2.908 0.203  0.5896
C 0.482 -4.109 -0.724  -1.0807
C -0.773 -4.413 0.073  -1.0572
H 1.323 -4.779 -0.496  0.6066
H 0.280 -4.172 -1.809  0.3798
H -1.347 -5.243 -0.350  0.5467
H -0.507 -4.673 1.107  0.3928
C -3.433 -3.707 0.757  -1.2162
H -4.240 -2.969 0.750  0.3652
H -3.289 -4.048 1.791  0.3873
H -3.716 -4.557 0.135  0.4351
C -2.219 -2.509 -1.580  -1.0826
H -2.303 -3.414 -2.196  0.4509
H -1.426 -1.876 -2.013  0.1479
H -3.160 -1.945 -1.659  0.4343
C 2.529 -2.766 0.732  -1.7346
H 2.652 -1.998 1.496  0.3871
H 3.441 -2.780 0.123  0.4340
H 2.391 -3.741 1.215  0.4225
C 2.046 -2.308 -1.891  -1.5218
H 2.818 -3.093 -1.850  0.5570
H 2.518 -1.338 -2.038  0.2741
H 1.382 -2.500 -2.745  0.3861
C 0.926 -0.958 2.806  -1.6290
H 1.392 -1.947 2.867  0.5293
H 1.700 -0.229 2.518  0.3197
H 0.537 -0.707 3.803  0.2890

Entry 3:
Formula: C25H47BCl3GeN4O2P2Ti
Source: the Open Molecules 2025 dataset
Level of theory: ωB97M-V/def2-TZVPD

Computed properties:
<S²>: 3.7704
Kohn-Sham gap (alpha / beta) in eV: 6.049 / 5.843
Largest force on an atom in eV/Å: 2.8
Spin multiplicity: 4
E_HOMO (alpha / beta) in eV: -6.03 / -7.95
Relative energy (zero: lowest compared OMol25 entry of this formula, charge and spin) in kJ/mol: 83.3
Energy in eV: -173200.80340

Each line ends with the Mulliken charge.
Element x y z (Å)
Ti -1.127 0.045 -0.133  -0.3712
C -1.059 2.537 3.525  -1.9769
C -0.957 1.110 4.079  1.8187
C -2.364 0.694 4.526  -1.6857
C 0.008 1.121 5.269  -1.7433
P -0.442 -0.037 2.657  1.4809
C 1.350 0.472 2.451  -2.0221
N 1.798 0.207 1.102  0.3160
B 1.043 0.175 -0.093  0.3917
N 1.902 -0.070 -1.190  0.4395
C 1.559 -0.258 -2.583  -2.2655
P -0.292 -0.061 -2.757  0.5922
C -0.674 -1.151 -4.266  2.3740
C -2.110 -0.844 -4.713  -1.8334
C -0.640 -2.618 -3.814  -2.1222
C 0.312 -0.977 -5.424  -1.6710
C -0.445 1.755 -3.343  1.9342
C 0.533 2.619 -2.534  -1.6651
C -0.145 2.030 -4.815  -2.0409
C -1.887 2.179 -3.022  -1.4870
C 3.175 -0.273 -0.655  0.1156
C 4.356 -0.631 -1.278  -0.8664
C 5.485 -0.799 -0.487  -0.8375
C 5.431 -0.613 0.890  -0.8064
C 4.246 -0.258 1.523  -0.9066
C 3.115 -0.095 0.742  0.8983
C -0.318 -1.802 3.365  2.0438
C 0.817 -2.544 2.646  -1.2674
C -0.078 -1.964 4.866  -2.0732
C -1.671 -2.442 3.017  -1.5444
H -1.294 3.222 4.343  0.7024
H -1.860 2.618 2.797  0.3706
H -0.136 2.886 3.059  0.3092
H -2.762 1.434 5.225  0.4848
H -2.370 -0.273 5.026  0.2668
H -3.040 0.645 3.669  0.1695
H -0.184 2.016 5.865  0.5177
H 1.052 1.159 4.953  0.2272
H -0.130 0.263 5.920  0.3734
H 1.971 -0.069 3.165  0.5957
H 1.427 1.540 2.667  0.6597
H 1.846 -1.268 -2.892  0.9565
H 2.085 0.461 -3.217  0.6500
H -2.792 -0.884 -3.861  0.2783
H -2.434 -1.595 -5.438  0.5148
H -2.189 0.132 -5.190  0.2956
H -1.407 -2.817 -3.064  0.3364
H 0.332 -2.916 -3.412  0.3107
H -0.851 -3.256 -4.676  0.6971
H 0.118 -0.075 -5.999  0.3692
H 0.203 -1.828 -6.100  0.5190
H 1.349 -0.961 -5.085  0.2231
H 1.556 2.501 -2.894  0.3637
H 0.517 2.400 -1.473  0.1305
H 0.258 3.670 -2.643  0.5552
H 0.839 1.652 -5.099  0.3644
H -0.138 3.113 -4.969  0.5325
H -0.896 1.610 -5.483  0.3183
H -2.094 2.035 -1.960  0.2412
H -2.618 1.599 -3.586  0.2586
H -2.032 3.236 -3.256  0.5162
H 4.398 -0.789 -2.348  0.4669
H 6.419 -1.086 -0.951  0.3964
H 6.326 -0.749 1.483  0.4086
H 4.218 -0.116 2.596  0.4474
H 1.787 -2.344 3.106  0.2635
H 0.892 -2.280 1.593  -0.4829
H 0.639 -3.620 2.704  0.4990
H 0.850 -1.490 5.187  0.3506
H 0.006 -3.034 5.074  0.5332
H -0.905 -1.582 5.465  0.3603
H -1.887 -2.363 1.952  0.1171
H -2.487 -1.957 3.561  0.2588
H -1.671 -3.501 3.283  0.4647
N -3.292 1.074 0.473  -0.3408
N -3.008 2.441 0.618  0.0039
C -1.678 2.825 0.410  -0.1703
O -1.400 3.994 0.256  -0.7233
O -0.853 1.818 0.467  -0.1084
H -3.839 0.874 -0.356  0.3847
H -3.797 0.717 1.274  0.1178
H -3.716 3.119 0.396  0.2411
Cl 1.928 -3.346 -0.736  -0.4257
Ge -0.218 -2.540 -0.612  1.4668
Cl -2.834 -1.399 -0.930  -0.4570
Cl -1.123 -4.420 0.085  -0.3996